{"formula": "H3S3", "method": "ωB97M-V with the def2-TZVPD basis set", "e_lumo_ev": [6.315, 5.858], "energy_ha": -1196.27132, "fmax_ev_per_a": 2.53, "charge": -2, "spin_multiplicity": 2, "symbols": ["S", "H", "S", "S", "H", "H"], "coordinates": [[-0.519, -2.367, 1.100], [-1.747, -1.825, 1.147], [0.728, 2.060, -1.886], [0.858, -0.473, 0.987], [-0.557, 2.001, -1.504], [1.237, 0.603, 0.156]], "nbo_charge": [-0.581, 0.080, -1.059, -0.674, 0.089, 0.145]}